(1)
This record from the Open Molecules 2025 dataset describes a 3-piece molecular cluster, C2H13N2O2 overall. The level of theory is ωB97M-V/def2-TZVPD.

```
19
Properties=species:S:1:pos:R:3:forces:R:3
C -0.5037 0.4310 1.6963 0.180 -0.142 0.190
N -1.6013 -0.1310 0.9208 -0.133 -0.239 0.225
C 0.1860 1.5216 0.9146 0.222 0.212 -0.616
N 0.6483 0.9515 -0.3911 -0.479 -0.618 0.465
H 0.2229 -0.3507 1.9145 0.048 -0.058 -0.043
H -0.7933 0.8424 2.6622 -0.210 0.066 0.108
H -1.6200 -1.1453 0.9947 -0.067 0.234 -0.056
H -2.4975 0.2256 1.2333 0.064 -0.052 -0.151
H 1.0442 1.9316 1.4370 0.114 -0.014 0.082
H -0.4891 2.3383 0.6608 -0.080 -0.018 0.096
H 1.0377 1.6485 -1.0451 -0.025 -0.088 -0.127
H 1.2981 0.1522 -0.2464 0.215 0.428 -0.089
H -0.1704 0.4773 -0.8401 0.148 0.425 -0.187
H 0.8181 -1.6728 -1.0019 0.414 0.004 -0.112
H 1.9424 -2.4994 -0.3228 0.007 0.227 0.004
O 1.5142 -1.6325 -0.3138 -0.214 -0.373 0.161
H -0.7896 -1.6280 -2.4690 -0.123 0.111 -0.149
H -0.2281 -0.4256 -3.2734 0.100 0.007 0.181
O -0.0190 -1.0348 -2.5306 -0.180 -0.111 0.017
```
Positions in Å, forces in eV/Å.

Its spin multiplicity is 2. The calculation puts the total energy at -343.87007 a.u. For the energy relative to the best compared isomer or geometry (same formula, charge and spin), the calculation gives 1.0 kcal/mol. The gap between HOMO and LUMO (spin up / spin down) is 3.5 / 10.7 eV. As for the LUMO energy (spin up / spin down): 0.78 / 0.52 eV. The value obtained for the HOMO energy (spin up / spin down) is -2.7 / -10.2 eV.

Atomic partial charges in e from the natural (NBO) method, atoms 1 to 4: C -0.26; N -0.88; C -0.28; N -0.91

(2)
This record from the Open Molecules 2025 dataset describes C43H38GeN5NdO4 as an isolated structure in a non-equilibrium geometry. The level of theory is ωB97M-V/def2-TZVPD.

```
92
Properties=species:S:1:pos:R:3:forces:R:3
Nd -0.4433 1.0466 1.0453 3.128 0.381 -0.689
C 1.8482 -3.9791 0.3914 -0.343 -0.338 0.144
O 2.6094 -2.8767 -0.0308 -0.113 0.620 0.145
C 1.7836 -1.7551 0.1262 0.197 0.221 -0.558
N 0.7117 -2.0714 0.9916 0.462 -0.632 -0.541
C 0.9948 -3.3959 1.5197 0.520 -0.085 -0.070
C -0.2153 -4.1960 1.9031 -0.016 0.110 0.029
C -1.4767 -3.8813 1.4118 0.074 -0.018 0.011
C -2.5831 -4.6029 1.8299 -0.056 -0.006 -0.030
C -2.4402 -5.6429 2.7326 -0.048 -0.076 0.066
C -1.1827 -5.9663 3.2188 0.005 -0.054 0.019
C -0.0765 -5.2458 2.8053 -0.020 0.048 -0.094
C 2.0382 -0.6466 -0.6218 -0.471 -0.568 0.622
C 3.2113 -0.6473 -1.4554 0.302 0.311 -0.347
C 3.4962 0.3790 -2.2900 0.245 -0.730 0.363
C 2.5852 1.4641 -2.3614 -1.122 0.550 0.428
C 1.4925 1.4552 -1.5247 1.086 0.156 -0.911
N 1.2039 0.5048 -0.5924 0.084 -0.217 0.088
C 0.5120 2.5199 -1.6272 -0.584 0.299 -0.066
N -0.5829 2.5198 -0.9361 0.553 -0.105 -0.628
C -1.3791 3.6710 -1.3259 -0.151 0.237 -0.054
C -0.4479 4.4208 -2.3175 -0.459 0.322 0.126
O 0.6761 3.5596 -2.4705 0.498 -0.537 0.017
C -1.7685 4.4689 -0.1066 0.032 -0.021 0.023
C -3.0309 5.0376 -0.0097 0.079 -0.100 -0.022
C -3.4073 5.7194 1.1336 -0.046 0.083 0.069
C -2.5068 5.8787 2.1726 -0.057 0.072 0.016
C -1.2341 5.3464 2.0670 0.147 -0.021 -0.022
C -0.8671 4.6208 0.9458 0.031 0.257 -0.172
H 2.5269 -4.7753 0.6955 -0.072 0.018 0.078
H 1.2017 -4.3390 -0.4249 0.046 0.032 0.119
H 1.6374 -3.2619 2.4277 -0.180 -0.167 -0.247
H -1.5895 -3.0565 0.7218 0.007 0.062 -0.024
H -3.5617 -4.3399 1.4566 -0.093 0.021 -0.055
H -3.3045 -6.2017 3.0616 -0.073 -0.027 0.023
H -1.0655 -6.7683 3.9327 0.002 -0.099 0.034
H 0.9051 -5.4881 3.1910 0.078 0.009 0.075
H 3.8480 -1.5128 -1.3804 0.166 -0.029 -0.074
H 4.3860 0.3759 -2.9010 0.058 -0.070 -0.050
H 2.7150 2.2655 -3.0680 -0.020 0.139 -0.055
H -2.2917 3.3192 -1.8294 0.192 0.110 0.103
H -0.1056 5.3846 -1.9222 -0.036 -0.192 -0.040
H -0.9069 4.5774 -3.2957 0.071 -0.039 0.093
H -3.7267 4.9400 -0.8318 -0.071 -0.102 -0.046
H -4.4045 6.1264 1.2160 -0.062 0.063 -0.023
H -2.7913 6.4308 3.0561 -0.026 0.017 0.081
H -0.5206 5.5012 2.8600 0.046 -0.003 0.072
H 0.1481 4.2247 0.8670 -0.223 0.027 0.012
N -3.9588 -1.0879 2.7411 -0.067 0.073 0.093
N -3.6171 0.2718 2.7747 0.102 -0.119 0.170
C -2.7072 0.7591 1.8694 -2.878 -0.207 1.478
O -2.4447 0.1213 0.8293 -0.363 -0.787 -0.906
O -2.1522 1.8598 2.1563 -1.199 0.878 0.827
H -4.9608 -1.2066 2.8431 0.203 0.078 0.012
H -3.4601 -1.6262 3.4486 -0.124 0.213 -0.173
H -3.6400 0.7839 3.6526 0.043 -0.195 -0.225
C 0.1920 -1.1342 1.9168 0.738 -0.252 1.349
Ge 1.3738 -0.6862 3.5489 -0.200 0.441 0.302
C 0.2810 0.9013 4.1367 0.388 -0.096 -0.090
C -0.8799 0.6419 4.8633 -0.031 -0.186 -0.046
C -1.6443 1.6584 5.4054 -0.035 0.000 0.083
C -1.2481 2.9770 5.2539 0.002 0.050 -0.050
C -0.0981 3.2602 4.5405 0.013 0.133 -0.011
C 0.6440 2.2393 3.9583 0.276 -0.083 0.315
C 3.1468 0.0596 3.0441 -0.611 -0.481 0.037
C 3.2036 1.0111 2.0299 -0.464 -0.023 0.063
C 4.4153 1.4297 1.5164 0.013 0.230 -0.167
C 5.5958 0.8980 2.0100 -0.028 0.012 0.047
C 5.5549 -0.0478 3.0208 0.213 0.053 -0.016
C 4.3398 -0.4637 3.5306 -0.281 -0.101 0.153
C 1.4928 -1.6822 5.3258 -0.160 0.217 -1.183
C 2.1681 -1.1842 6.4313 0.077 0.212 -0.195
C 2.1718 -1.8802 7.6271 0.089 0.027 0.174
C 1.4859 -3.0787 7.7405 -0.017 -0.056 0.017
C 0.7979 -3.5793 6.6483 -0.035 -0.133 0.152
C 0.8071 -2.8835 5.4535 -0.065 0.017 -0.301
H -0.6928 -1.6041 2.3885 0.070 0.332 -0.069
H -1.1535 -0.3912 5.0449 -0.111 -0.077 0.056
H -2.5255 1.4269 5.9881 -0.086 -0.045 0.054
H -1.8171 3.7748 5.7102 -0.035 0.041 0.013
H 0.2532 4.2807 4.4822 0.015 0.044 -0.066
H 1.5971 2.4836 3.4939 -0.107 0.006 -0.061
H 2.2654 1.4028 1.6099 0.581 -0.072 0.005
H 4.4421 2.1625 0.7232 -0.006 0.046 -0.109
H 6.5426 1.2195 1.6053 0.114 0.034 -0.058
H 6.4738 -0.4661 3.4048 0.087 -0.046 0.037
H 4.3019 -1.2146 4.3099 0.088 -0.065 0.040
H 2.6916 -0.2416 6.3516 0.111 0.113 0.059
H 2.7167 -1.4900 8.4754 0.016 0.048 0.063
H 1.4890 -3.6198 8.6753 0.008 -0.040 0.082
H 0.2592 -4.5134 6.7227 -0.051 -0.077 0.025
H 0.2712 -3.2783 4.5990 -0.059 -0.083 -0.017
```
Positions in Å, forces in eV/Å.

Its spin multiplicity is 4. The calculation puts the total energy at -4874.45064 a.u. The gap between HOMO and LUMO (spin up / spin down) is 5.5 / 5.5 eV. As for the LUMO energy (spin up / spin down): 0.37 / 0.37 eV. The value obtained for the HOMO energy (spin up / spin down) is -5.1 / -5.1 eV.

Atomic partial charges in e from the Mulliken method, atoms 1 to 4: Nd 0.80; C -0.76; O -0.44; C -0.29

(3)
This record from the Open Molecules 2025 dataset describes C3BrF3 as an isolated structure in a non-equilibrium geometry. The level of theory is ωB97M-V/def2-TZVPD.

```
7
Properties=species:S:1:pos:R:3:forces:R:3
C -0.7854 0.9604 -0.3653 0.318 -0.161 -0.524
C 0.7629 -0.2185 -0.7595 -3.004 1.059 1.230
C -0.3650 -0.5125 0.0866 -0.588 -2.600 -1.321
F -0.2466 1.9507 0.2799 0.460 -0.072 -0.078
F -1.3468 -1.3240 -0.4992 1.111 1.101 0.309
F -0.4194 -0.8759 1.3769 0.661 0.675 -0.041
Br 2.4004 0.0199 -0.1194 1.042 -0.002 0.425
```
Positions in Å, forces in eV/Å.

The calculation puts the total energy at -2987.66910 a.u. For the energy relative to the best compared isomer or geometry (same formula, charge and spin), the calculation gives 23.6 kcal/mol. The gap between HOMO and LUMO (spin up / spin down) is 7.0 / 6.9 eV. As for the LUMO energy (spin up / spin down): -2.53 / -2.57 eV. The value obtained for the HOMO energy (spin up / spin down) is -9.5 / -9.4 eV.

Atomic partial charges in e from the natural (NBO) method, atoms 1 to 4: C 0.38; C -0.20; C 0.47; F -0.30